47
Properties=species:S:1:pos:R:3 method="wB97M-V/def2-TZVPD" homo_ev=-8.44 de_lowest_kj_mol=418.5 homo_lumo_gap_ev=8.3 smiles="Cc1noc(NC(=O)c2ccc(NCc3cccc4ccccc34)nn2)c1C" lumo_ha=-0.0066
C 4.560 0.535 -7.728
C 3.947 1.161 -6.529
N 4.389 2.370 -6.167
O 3.685 2.608 -4.912
C 3.216 1.393 -4.553
N 2.501 1.078 -3.440
C 2.679 1.659 -2.180
O 3.774 2.129 -1.897
C 1.588 1.265 -1.171
C 1.759 1.534 0.186
C 0.822 1.204 1.070
C -0.367 0.541 0.650
N -1.328 0.391 1.583
C -2.439 -0.529 1.523
C -3.191 -0.456 2.903
C -4.509 0.102 2.901
C -5.302 0.310 4.039
C -4.825 -0.216 5.238
C -3.589 -0.908 5.334
C -3.254 -1.515 6.555
C -2.073 -2.237 6.677
C -1.229 -2.255 5.590
C -1.547 -1.551 4.379
C -2.749 -0.978 4.159
N -0.536 0.182 -0.654
N 0.454 0.574 -1.565
C 3.346 0.490 -5.488
C 2.832 -0.992 -5.541
H 4.535 1.351 -8.507
H 3.987 -0.288 -8.100
H 5.570 0.106 -7.613
H 1.670 0.466 -3.506
H 2.677 2.022 0.454
H 1.032 1.427 2.109
H -1.176 0.848 2.504
H -2.103 -1.593 1.300
H -3.183 -0.247 0.781
H -4.930 0.402 1.976
H -6.331 0.691 3.905
H -5.375 -0.335 6.122
H -4.028 -1.437 7.414
H -1.828 -2.800 7.534
H -0.255 -2.676 5.795
H -0.869 -1.607 3.588
H 2.338 -1.336 -4.580
H 3.620 -1.701 -5.771
H 2.037 -1.184 -6.365